99
Properties=species:S:1:pos:R:3 method="wB97M-V/def2-TZVPD" homo_lumo_gap_ha=0.3711 lumo_ev=0.26 total_charge=0
C -1.44 2.87 0.94
C -1.63 1.75 1.31
C -1.83 0.35 1.73
C -3.30 0.00 2.07
S -4.56 0.87 1.10
O -4.15 1.13 -0.25
O -5.05 2.01 1.81
C -1.05 0.22 3.10
O 0.26 -0.35 2.95
S 0.14 -1.99 3.25
O -0.05 -2.21 4.65
O -1.27 -2.34 2.46
C -1.01 -2.07 1.07
C -1.20 -0.58 0.65
O -1.96 -0.56 -0.55
B -1.23 -0.82 -1.68
O -1.86 -0.53 -2.90
O 0.02 -1.39 -1.71
H -0.94 3.77 0.70
H -3.48 0.26 3.11
H -3.47 -1.08 2.01
H -5.61 0.00 1.03
H -1.65 -0.29 3.86
H -0.91 1.23 3.48
H -1.63 -2.71 0.45
H 0.05 -2.31 0.90
H -0.20 -0.17 0.47
H -2.04 -1.34 -3.37
H 0.68 -0.80 -2.10
O 0.75 0.33 -3.93
C 1.13 -0.20 -4.94
O 2.26 0.22 -5.51
C 2.89 -0.45 -6.61
C 2.31 -0.02 -7.94
C 0.30 -1.26 -5.62
H 2.86 -1.54 -6.48
H 3.94 -0.17 -6.57
H 1.25 -0.27 -8.01
H 2.84 -0.49 -8.77
H 2.38 1.06 -8.05
H -0.46 -0.77 -6.23
H -0.19 -1.85 -4.85
H 0.87 -1.95 -6.23
O -5.29 -2.20 2.55
C -6.00 -2.88 1.86
O -7.33 -2.79 2.02
C -8.27 -3.42 1.14
C -8.53 -4.86 1.53
C -5.43 -3.89 0.90
H -7.96 -3.31 0.10
H -9.19 -2.84 1.24
H -7.63 -5.46 1.45
H -9.29 -5.30 0.88
H -8.87 -4.91 2.56
H -5.19 -4.80 1.44
H -4.52 -3.47 0.48
H -6.08 -4.12 0.06
O 3.29 -2.33 0.35
C 4.03 -1.94 1.21
O 5.14 -2.65 1.49
C 6.16 -2.17 2.37
C 5.84 -2.47 3.82
C 3.70 -0.74 2.05
H 6.36 -1.11 2.20
H 7.07 -2.70 2.08
H 4.93 -1.97 4.14
H 6.66 -2.15 4.46
H 5.68 -3.54 3.95
H 3.02 -1.03 2.85
H 3.20 -0.01 1.42
H 4.56 -0.24 2.47
O -0.66 7.17 -6.48
C -0.51 6.20 -5.79
O 0.39 5.27 -6.15
C 0.77 4.17 -5.32
C -0.19 3.00 -5.46
C -1.38 5.96 -4.58
H 0.88 4.49 -4.28
H 1.76 3.87 -5.66
H -1.20 3.27 -5.14
H 0.15 2.16 -4.86
H -0.26 2.69 -6.50
H -2.32 5.51 -4.90
H -1.58 6.92 -4.11
H -0.92 5.33 -3.82
O 5.66 1.51 3.20
C 5.20 1.57 4.31
O 3.89 1.83 4.48
C 3.21 1.73 5.73
C 3.35 3.01 6.54
C 6.09 1.44 5.53
H 3.54 0.85 6.29
H 2.16 1.57 5.49
H 4.39 3.22 6.79
H 2.78 2.94 7.46
H 2.99 3.86 5.96
H 6.55 2.41 5.73
H 6.87 0.72 5.30
H 5.58 1.08 6.42